1.
{
  "formula": "C6H11NO2",
  "method": "the ωB97M-V functional and the def2-TZVPD basis",
  "symbols": ["C", "C", "C", "C", "C", "C", "H", "H", "H", "H", "H", "H", "H", "H", "H", "H", "H", "N", "O", "O"],
  "positions_angstrom": [[-1.22596, -1.59839, 0.47950], [-0.30671, -0.17730, 0.39792], [-0.33731, 0.54817, 1.62173], [0.35969, 0.15159, -0.76903], [0.84470, 1.58508, -0.82249], [0.48067, -0.52223, -2.01921], [-2.27982, -1.23650, 0.86892], [-1.59829, -1.98870, -0.71287], [-0.72976, -2.43579, 1.10767], [-0.22940, 1.67511, 1.62319], [-1.34797, 0.24733, 2.05834], [1.32983, -1.17527, 1.74063], [1.66902, 1.17439, 1.97119], [0.17347, 2.47182, -1.30606], [1.60625, 1.39346, -1.59346], [1.04342, 1.74637, 0.18094], [-1.27935, -0.58480, -1.97131], [0.84583, 0.13467, 2.36378], [-0.52426, -1.15866, -2.49901], [1.50594, -0.25035, -2.72037]],
  "forces_ev_per_angstrom": [[-1.08, 1.01, -2.25], [-1.28, -3.99, -5.28], [-1.26, 1.40, 1.53], [-3.10, 2.09, 3.83], [-0.88, 0.15, -3.47], [5.76, 2.06, -3.05], [2.27, -0.93, -0.17], [1.72, 0.76, 3.93], [-1.13, 1.41, -1.14], [-0.92, -1.27, -0.48], [1.49, 0.60, 0.44], [-1.39, 4.74, 1.87], [-2.36, -4.77, 1.37], [0.94, -2.46, 1.30], [0.90, 1.31, 1.02], [1.39, 1.46, 1.30], [1.85, -2.67, -1.94], [4.64, -0.10, -1.46], [-4.67, 1.05, 0.82], [-2.90, -1.85, 1.82]],
  "nbo_charge": [-0.6825, 0.1101, -0.3562, -0.1967, -0.6457, 0.7348, 0.2214, 0.2262, 0.2411, 0.2201, 0.2016, 0.3411, 0.3498, 0.2149, 0.2752, 0.1929, 0.5048, -0.7402, -0.6238, -0.5890],
  "e_homo_ev": -9.1,
  "e_above_lowest_kj_mol": 837.3
}

2.
{
  "formula": "C5H6N",
  "method": "the ωB97M-V functional and the def2-TZVPD basis",
  "symbols": ["C", "C", "C", "C", "C", "N", "H", "H", "H", "H", "H", "H"],
  "positions_angstrom": [[1.84547, 1.31591, 0.07648], [1.45085, 0.17851, 0.04867], [0.95586, -1.14264, -0.10632], [-0.49397, -1.11827, 0.23378], [-1.25184, -0.11666, 0.10722], [-1.78200, 1.03847, -0.06309], [2.45823, 2.12185, 0.15120], [1.35873, -1.87896, 0.56093], [0.96119, -1.20635, -1.16016], [-0.95792, -2.04696, 0.36908], [-2.12573, 1.65879, 0.70013], [-2.41888, 1.19631, -0.91792]],
  "forces_ev_per_angstrom": [[-0.95, -2.97, -0.01], [1.49, 2.36, 0.60], [-1.06, 1.14, 0.85], [-0.55, -0.67, -0.51], [-0.57, 3.27, -0.16], [-2.62, -0.66, -0.76], [0.99, 2.21, 0.10], [0.92, -0.54, -0.39], [0.48, -1.68, -1.31], [-0.79, -1.39, 0.61], [0.93, -0.73, -0.18], [1.73, -0.33, 1.15]],
  "nbo_charge": [-0.1546, -0.0579, -0.4843, -0.2006, 0.5188, -0.6495, 0.2444, 0.2826, 0.2890, 0.2960, 0.4585, 0.4577],
  "e_homo_ev": -14.3,
  "charge": 1,
  "e_above_lowest_kj_mol": 408.9
}

3.
{
  "formula": "C5H11O2S",
  "method": "the ωB97M-V functional and the def2-TZVPD basis",
  "symbols": ["C", "C", "C", "C", "C", "O", "O", "S", "H", "H", "H", "H", "H", "H", "H", "H", "H", "H", "H"],
  "positions_angstrom": [[-1.36248, 0.22057, 0.98675], [-1.80751, 1.35822, 1.80402], [0.57991, 0.00062, -2.24854], [2.36501, -0.76920, -0.25978], [-0.20121, 0.48423, 0.37912], [-2.26959, -0.77228, 1.06199], [-0.07391, -2.06756, -0.58138], [0.56641, -0.77560, -0.65291], [-2.75534, 1.83013, 1.52741], [-2.11250, 1.08317, 2.84685], [-0.92376, 2.00592, 1.86394], [1.12209, -0.66532, -2.87114], [0.93405, 0.95183, -2.21700], [-0.46390, 0.01102, -2.71570], [2.71405, 0.23007, -0.45594], [2.96440, -1.62037, -0.86131], [2.51213, -1.09196, 0.82936], [-2.13885, -1.75020, 1.03713], [0.35101, 1.33672, 0.52714]],
  "forces_ev_per_angstrom": [[-1.71, -0.51, 1.27], [-0.42, 0.81, 1.95], [-3.22, -3.05, -0.83], [0.47, -3.06, 0.51], [0.28, -4.59, -1.77], [0.26, -0.24, -0.16], [0.22, 0.41, -0.15], [0.41, 1.43, 0.81], [0.45, 0.17, -0.83], [0.78, -0.39, -0.72], [-0.97, 0.57, 0.20], [0.94, -0.40, -0.70], [1.29, 2.70, 0.31], [1.14, -0.03, 1.12], [0.29, 0.28, -0.05], [-1.71, 2.13, 0.89], [-0.51, 0.77, -1.42], [0.92, 1.20, -0.62], [1.09, 1.78, 0.18]],
  "nbo_charge": [0.4661, -0.6745, -0.8418, -0.8424, -0.6272, -0.6639, -0.8573, 1.8196, 0.2700, 0.2640, 0.2205, 0.2648, 0.2586, 0.2940, 0.2576, 0.3024, 0.2891, 0.5444, 0.2559],
  "e_homo_ev": -14.3,
  "charge": 1,
  "e_above_lowest_kj_mol": 0.0
}

4.
{
  "formula": "C21H25N4O6PdSi2",
  "method": "the ωB97M-V functional and the def2-TZVPD basis",
  "symbols": ["Pd", "C", "Si", "C", "C", "C", "C", "C", "C", "C", "Si", "C", "C", "H", "H", "H", "H", "H", "H", "H", "H", "H", "H", "H", "H", "H", "H", "H", "H", "O", "C", "O", "C", "C", "C", "C", "C", "C", "N", "O", "O", "N", "O", "O", "H", "H", "H", "C", "C", "N", "C", "C", "N", "H", "H", "H", "H", "H", "H"],
  "positions_angstrom": [[0.21684, 0.79240, 0.60773], [3.04124, 1.00443, 2.62271], [2.58388, 0.77221, 0.83482], [3.19058, 2.18603, -0.19358], [3.02636, -0.92762, 0.22961], [4.34743, -1.35816, 0.38006], [4.73510, -2.62040, -0.04080], [3.80412, -3.47358, -0.61565], [2.49155, -3.05776, -0.77469], [2.08742, -1.78742, -0.35326], [0.31297, -1.32697, -0.66044], [-0.13451, -1.60800, -2.43574], [-0.99084, -2.21268, 0.34340], [4.13369, 1.05121, 2.67944], [2.70986, 0.18744, 3.25919], [2.65679, 1.94523, 3.02061], [4.28535, 2.15158, -0.18543], [2.88948, 3.14801, 0.22452], [2.84524, 2.11353, -1.22298], [5.09013, -0.70626, 0.82804], [5.76216, -2.93868, 0.07863], [4.10193, -4.46001, -0.94501], [1.78261, -3.73605, -1.23723], [-0.08902, -2.69228, -2.59018], [0.56270, -1.14098, -3.12980], [-1.15439, -1.30155, -2.67252], [-0.75382, -3.28067, 0.28106], [-1.97446, -2.07103, -0.10940], [-1.05324, -1.94391, 1.39401], [0.59700, 1.55543, -3.49923], [-0.00759, 1.32238, -2.48480], [0.61572, 0.99706, -1.36057], [-1.51153, 1.27714, -2.47892], [-2.24800, 1.21570, -3.65575], [-3.61217, 1.01566, -3.54636], [-4.27995, 0.86998, -2.34298], [-3.52534, 0.96806, -1.19099], [-2.16425, 1.19294, -1.26077], [-4.17256, 0.83651, 0.12891], [-3.46796, 0.93341, 1.12145], [-5.36318, 0.65133, 0.14402], [-4.41555, 0.92503, -4.79263], [-3.83513, 1.13703, -5.83229], [-5.60883, 0.76273, -4.66475], [-1.77280, 1.29145, -4.62348], [-5.34609, 0.69655, -2.31490], [-1.46853, 1.34201, -0.44042], [-1.39220, 2.38985, 3.06670], [-0.82216, 1.04717, 3.35134], [-0.04422, 0.32567, 2.55718], [0.26298, -0.84078, 3.23449], [-0.32890, -0.81323, 4.44966], [-1.00637, 0.38338, 4.50527], [-1.07426, 2.73414, 2.08350], [-1.04849, 3.11452, 3.80506], [-2.48215, 2.35718, 3.07733], [0.90199, -1.59432, 2.80609], [-0.32862, -1.51738, 5.26146], [-1.55804, 0.71535, 5.27926]],
  "forces_ev_per_angstrom": [[0.46, -0.34, -0.20], [0.02, 0.04, -0.02], [-0.03, 0.12, 0.08], [-0.02, -0.01, -0.04], [0.00, -0.03, 0.03], [-0.03, 0.01, 0.01], [0.00, -0.01, -0.01], [0.01, 0.00, 0.00], [-0.01, 0.01, 0.00], [0.00, 0.00, 0.03], [0.05, 0.09, -0.23], [0.01, -0.11, -0.02], [-0.04, 0.10, 0.09], [0.00, 0.01, -0.01], [0.01, -0.01, 0.02], [0.00, -0.01, -0.01], [0.00, 0.00, 0.01], [-0.01, -0.01, -0.01], [0.03, 0.00, 0.01], [0.00, 0.00, 0.00], [0.00, 0.00, 0.00], [0.00, 0.00, 0.00], [0.00, -0.01, 0.00], [0.01, 0.01, 0.01], [-0.01, -0.01, -0.01], [0.06, -0.04, 0.01], [0.01, -0.01, -0.03], [0.02, 0.02, -0.01], [0.01, -0.03, -0.01], [-0.08, 0.07, 0.10], [0.08, 0.02, -0.42], [0.23, -0.18, 0.15], [-0.37, 0.00, 0.26], [0.01, -0.05, 0.06], [0.04, -0.25, -0.11], [-0.04, -0.01, 0.06], [0.34, 0.15, 0.10], [0.56, 0.12, -0.25], [-0.15, 0.14, -0.02], [0.22, -0.03, -0.14], [-0.04, -0.06, 0.00], [-0.18, 0.89, 0.03], [0.08, -0.32, -0.03], [0.06, -0.32, -0.01], [0.01, 0.01, 0.00], [0.03, -0.01, 0.00], [-1.10, -0.03, 0.39], [-0.03, -0.03, 0.00], [0.01, 0.10, 0.09], [-0.33, 0.06, 0.13], [0.18, -0.05, -0.03], [0.01, 0.00, -0.01], [0.00, 0.02, -0.04], [-0.01, 0.00, 0.00], [-0.02, 0.01, 0.01], [0.04, 0.01, -0.01], [-0.03, -0.01, -0.01], [0.00, 0.00, 0.00], [-0.01, 0.00, 0.00]],
  "nbo_charge": [0.3749, -1.1707, 1.7081, -1.1728, -0.5215, -0.1791, -0.1791, -0.2022, -0.1218, -0.5792, 1.8159, -1.1991, -1.1894, 0.2622, 0.2508, 0.2525, 0.2622, 0.2546, 0.2827, 0.2162, 0.2314, 0.2309, 0.2065, 0.2632, 0.2734, 0.2504, 0.2690, 0.2553, 0.2527, -0.5472, 0.7841, -0.8118, -0.1703, -0.0640, 0.0108, -0.1684, 0.0810, -0.1621, 0.5253, -0.4126, -0.3203, 0.5277, -0.3418, -0.3488, 0.2785, 0.2944, 0.1852, -0.6649, 0.4185, -0.5225, -0.0980, -0.0576, -0.4905, 0.2317, 0.2498, 0.2660, 0.2411, 0.2477, 0.4408],
  "e_homo_ev": -12.5,
  "charge": 1,
  "e_above_lowest_kj_mol": 0.0
}

What did the third record say?
{
  "formula": "C5H11O2S",
  "method": "the ωB97M-V functional and the def2-TZVPD basis",
  "symbols": ["C", "C", "C", "C", "C", "O", "O", "S", "H", "H", "H", "H", "H", "H", "H", "H", "H", "H", "H"],
  "positions_angstrom": [[-1.36248, 0.22057, 0.98675], [-1.80751, 1.35822, 1.80402], [0.57991, 0.00062, -2.24854], [2.36501, -0.76920, -0.25978], [-0.20121, 0.48423, 0.37912], [-2.26959, -0.77228, 1.06199], [-0.07391, -2.06756, -0.58138], [0.56641, -0.77560, -0.65291], [-2.75534, 1.83013, 1.52741], [-2.11250, 1.08317, 2.84685], [-0.92376, 2.00592, 1.86394], [1.12209, -0.66532, -2.87114], [0.93405, 0.95183, -2.21700], [-0.46390, 0.01102, -2.71570], [2.71405, 0.23007, -0.45594], [2.96440, -1.62037, -0.86131], [2.51213, -1.09196, 0.82936], [-2.13885, -1.75020, 1.03713], [0.35101, 1.33672, 0.52714]],
  "forces_ev_per_angstrom": [[-1.71, -0.51, 1.27], [-0.42, 0.81, 1.95], [-3.22, -3.05, -0.83], [0.47, -3.06, 0.51], [0.28, -4.59, -1.77], [0.26, -0.24, -0.16], [0.22, 0.41, -0.15], [0.41, 1.43, 0.81], [0.45, 0.17, -0.83], [0.78, -0.39, -0.72], [-0.97, 0.57, 0.20], [0.94, -0.40, -0.70], [1.29, 2.70, 0.31], [1.14, -0.03, 1.12], [0.29, 0.28, -0.05], [-1.71, 2.13, 0.89], [-0.51, 0.77, -1.42], [0.92, 1.20, -0.62], [1.09, 1.78, 0.18]],
  "nbo_charge": [0.4661, -0.6745, -0.8418, -0.8424, -0.6272, -0.6639, -0.8573, 1.8196, 0.2700, 0.2640, 0.2205, 0.2648, 0.2586, 0.2940, 0.2576, 0.3024, 0.2891, 0.5444, 0.2559],
  "e_homo_ev": -14.3,
  "charge": 1,
  "e_above_lowest_kj_mol": 0.0
}

Q: Which formula does entry 3 have?
A: C5H11O2S